(a)
Below is an isolated ion of composition C3H3O4 and charge -1, with properties calculated with the ωB97M-V functional and the def2-TZVPD basis.

Values from the calculation:
Gap between HOMO and LUMO, eV: 8.29
Charge: -1
LUMO energy, eV: 4.02
Spin multiplicity: 1

Atoms and positions in Å:
1 C 0.138 0.589 1.398
2 C 0.218 0.220 -0.233
3 C -0.628 -0.919 -0.579
4 O -0.762 1.379 1.482
5 O 0.784 -0.109 2.131
6 O 0.860 0.723 -1.200
7 O 1.789 1.675 -1.207
8 H 0.017 -1.720 -0.315
9 H -0.934 -0.898 -1.560
10 H -1.482 -0.941 0.083

---

(b)
Below is an isolated ion of composition C3H3O4 and charge -1, with properties calculated with the ωB97M-V functional and the def2-TZVPD basis.

Values from the calculation:
Gap between HOMO and LUMO, eV: 8.57
Charge: -1
Structure (SMILES): CC1(C(=O)[O-])OO1
LUMO energy, eV: 4.24
Spin multiplicity: 1

Atoms and positions in Å:
1 C -1.320 -0.018 0.300
2 C 0.320 -0.445 -0.173
3 C 1.384 0.803 -0.037
4 O 2.013 0.826 0.986
5 O 1.369 1.545 -0.974
6 O 0.632 -1.808 -0.150
7 O 0.346 -1.146 -1.354
8 H -1.587 -0.646 1.210
9 H -2.048 -0.016 -0.494
10 H -1.110 0.905 0.686

---

So which one is most stable? That would be (b), about 0.0080 hartree below the next structure.

---

(a)
Below is an isolated molecule of C2H4Si, with properties calculated with the ωB97M-V functional and the def2-TZVPD basis.

Values from the calculation:
Gap between HOMO and LUMO, eV: 10.03
Structure (SMILES): C#C[SiH3]
LUMO energy, eV: 0.37
Spin multiplicity: 1

Atoms and positions in Å:
1 C 1.220 1.113 1.142
2 C 0.700 0.276 0.193
3 Si -0.766 -0.466 -0.768
4 H 2.133 1.111 1.791
5 H -0.406 -1.584 -1.636
6 H -1.515 0.645 -1.190
7 H -1.367 -1.094 0.467

---

(b)
Below is C2H4Si as an isolated structure, with properties calculated with the ωB97M-V functional and the def2-TZVPD basis.

Values from the calculation:
Gap between HOMO and LUMO, eV: 7.73
LUMO energy, eV: -0.25
Spin multiplicity: 1

Atoms and positions in Å:
1 C 1.172 -0.423 -0.366
2 C 0.387 -0.303 0.699
3 Si -1.050 0.494 -0.216
4 H 2.164 -0.818 -0.481
5 H 0.523 -0.562 1.752
6 H -1.202 1.926 -0.419
7 H -1.994 -0.314 -0.968

---

So which one is most stable? That would be (a), about 0.0130 hartree below the next structure.